Density functional theory data (the ωB97M-V functional and the def2-TZVPD basis) for a molecular structure, C44H49ClN6O6 in a non-equilibrium geometry.

```
106
Properties=species:S:1:pos:R:3:lowdin_charge:R:1
C -2.4557 -0.7547 -1.2925 -0.098
C -1.1533 -1.2914 -0.5957 -0.077
N -0.4910 -0.0393 -0.0022 -0.032
C 0.6502 0.5389 -0.5964 -0.009
C 1.2496 1.3648 0.3659 -0.065
N 0.5053 1.2569 1.4933 -0.078
C -0.5422 0.3297 1.2456 -0.013
C 0.9528 1.8332 2.7649 -0.016
H -3.1734 -0.2080 -0.7560 0.023
H -3.2357 -1.4247 -1.6079 0.062
H -2.1109 -0.1960 -2.2209 0.095
H -0.7051 -1.9862 -1.2433 0.082
H -1.8176 -2.0006 0.4063 0.210
H 0.8072 0.3774 -1.7467 0.149
H 2.2230 1.8339 0.1684 0.137
H -1.2150 -0.0605 2.0196 0.117
H 0.0035 2.2069 3.1005 0.055
H 1.5136 2.8306 2.5755 0.116
H 1.3124 1.0884 3.5533 0.098
Cl -1.2805 -0.2070 4.8540 -0.216
N 2.2210 2.4349 -3.4946 0.066
C 1.5163 3.0694 -4.4146 -0.162
C 1.5443 4.5323 -4.5912 -0.010
C 2.4996 5.2298 -3.7409 -0.053
C 3.2405 4.5359 -2.7445 -0.045
C 2.9930 3.1849 -2.5906 -0.114
H 0.9832 2.3857 -4.9842 0.075
H 1.0192 5.1118 -5.5221 0.147
H 2.8092 6.0560 -3.9050 -0.017
H 3.9468 5.2612 -2.2520 0.128
H 3.5677 2.7465 -1.9744 0.020
N 2.1186 6.3183 2.2309 0.028
C 1.7049 5.6997 3.3587 -0.144
C 0.2541 5.5217 3.5196 -0.081
C -0.6467 6.0929 2.5619 -0.041
C -0.0908 6.7475 1.3530 -0.061
C 1.2600 6.7115 1.1975 -0.147
H 2.4533 5.5578 4.1266 0.095
H -0.1357 5.1467 4.5597 0.130
H -1.6909 5.9454 2.8150 0.091
H -0.6243 7.2735 0.7139 0.044
H 1.7155 7.0783 0.2762 0.100
N 0.2487 -4.9184 0.4397 0.051
C 0.3415 -5.3036 -0.8459 -0.128
C -0.8362 -5.5609 -1.5673 -0.015
C -2.1183 -5.1517 -0.9283 -0.002
C -2.0760 -4.5662 0.3420 -0.051
C -0.8517 -4.6814 1.1129 -0.089
H 1.3452 -5.5485 -1.2884 0.113
H -0.7388 -6.1388 -2.2804 0.000
H -2.9137 -5.5273 -1.5170 0.085
H -2.8711 -4.3466 0.7192 -0.021
H -0.8221 -4.3100 2.0707 0.086
N -2.5242 3.1959 -2.5800 0.075
C -1.3946 3.6080 -1.9271 -0.133
C -1.1884 3.5812 -0.5510 -0.085
C -2.2158 3.0602 0.1977 -0.057
C -3.4111 2.5581 -0.3937 -0.076
C -3.5004 2.6518 -1.7498 -0.135
H -0.7093 3.9857 -2.6451 0.074
H -0.2308 3.8516 -0.2308 0.075
H -2.2095 2.8841 1.3606 0.144
H -4.1118 2.3208 0.1857 -0.005
H -4.5066 2.4426 -2.0992 0.105
C 4.3248 -2.7616 -2.5967 -0.018
C 4.0277 -4.1257 -3.1023 0.007
C 2.7722 -4.3302 -3.7378 -0.340
C 1.7952 -3.2765 -3.8042 -0.022
C 2.1920 -2.0158 -3.3524 -0.040
C 3.3551 -1.7827 -2.6185 -0.349
O 3.5457 -0.4996 -2.1206 0.011
O 2.4074 -5.4696 -4.4435 -0.026
H 5.2815 -2.5635 -2.2017 0.095
H 4.8795 -4.9017 -3.2987 0.139
H 0.8136 -3.3614 -4.4250 0.150
H 1.3155 -1.3484 -3.4045 0.106
H 4.4156 -0.4476 -1.7205 0.098
H 3.0723 -6.2587 -4.3727 0.156
C 2.5650 -1.8065 2.1326 0.016
C 3.2481 -2.7650 1.1664 0.022
C 3.5798 -3.9841 1.6329 -0.440
C 3.3719 -4.2995 3.0562 0.032
C 2.8698 -3.3413 3.9130 -0.006
C 2.3385 -2.1392 3.4412 -0.349
O 1.7158 -1.3094 4.2963 -0.027
O 3.9611 -4.9454 0.9482 0.146
H 2.3814 -0.9529 1.6353 0.034
H 3.1985 -2.5556 -0.0206 0.140
H 3.4476 -5.2401 3.5187 0.095
H 2.6934 -3.7178 4.8043 0.066
H 0.8564 -0.8119 4.3172 -0.036
H 3.8046 -5.7878 1.0236 0.042
C -5.2729 0.8219 1.9266 0.037
C -4.2475 -0.0674 2.7485 0.026
C -4.1219 -1.4548 2.4450 -0.331
C -4.8989 -2.0196 1.4538 -0.018
C -5.7268 -1.2215 0.6825 -0.022
C -6.0192 0.1107 0.9704 -0.380
O -7.1434 0.6074 0.4472 0.064
O -3.1470 -2.1871 3.1528 -0.072
H -5.3880 1.8325 2.1592 0.074
H -3.8988 0.3190 3.8209 0.107
H -4.9024 -3.0197 1.2794 0.082
H -6.2310 -1.7393 0.0469 0.056
H -7.0702 0.3550 -0.4658 0.098
H -2.5629 -1.7586 3.8573 -0.024
```

Summary:
**Frontier orbital gap**: 7.58 eV
**HOMO**: -7.3919 eV
**Spin multiplicity**: 1
**LUMO**: 0.00699 Ha
**Energy above the lowest of the compared OMol25 structures with the same formula, charge and spin**: 2.7802 eV